(1)
DFT (the ωB97M-V functional and the def2-TZVPD basis) results for C38H22Cl5F12InNO2Te as an isolated structure in a non-equilibrium geometry.

Summary:
HOMO in eV: -4.4746
Electronic energy in Ha: -5624.208903
Relative energy (zero: lowest compared OMol25 entry of this formula, charge and spin) in kcal/mol: 0.0
Net charge: -1

CARTESIAN COORDINATES (ANGSTROEM)
In  -0.6592  0.2916  0.1551
C  -4.8966  -5.6477  0.4614
C  -3.7605  -4.6569  0.4106
C  -2.4464  -5.0565  0.2082
C  -1.4284  -4.1348  0.1329
C  -1.6314  -2.7375  0.2372
N  -0.5583  -1.8674  0.0748
C  0.6064  -2.3232  -0.5733
C  0.5102  -3.0142  -1.7915
C  1.6140  -3.4124  -2.5150
C  2.8947  -3.1289  -2.0614
C  4.1234  -3.5222  -2.8422
C  3.0076  -2.4163  -0.8770
C  1.9067  -2.0015  -0.1255
C  2.0831  -1.0783  1.0883
O  1.3255  0.0691  0.9893
C  1.7554  -1.8912  2.4055
F  0.7973  -2.8059  2.2251
F  2.8322  -2.5679  2.8697
F  1.3496  -1.0848  3.3973
C  3.5302  -0.5025  1.2483
F  3.5836  0.2805  2.3414
F  4.5346  -1.3953  1.3809
F  3.8428  0.2643  0.1946
C  -2.9533  -2.3441  0.5987
C  -3.9674  -3.3069  0.6321
C  -3.2838  -0.9186  1.0818
O  -2.6984  0.0986  0.3737
C  -2.9031  -0.8659  2.5999
F  -1.5743  -1.0256  2.7611
F  -3.5017  -1.8228  3.3275
F  -3.2080  0.3200  3.1666
C  -4.8127  -0.5563  0.9810
F  -5.0049  0.7490  1.2148
F  -5.2647  -0.7982  -0.2612
F  -5.6358  -1.2065  1.8328
H  -4.9818  -6.2048  -0.4752
H  -5.8432  -5.1377  0.6398
H  -4.7490  -6.3771  1.2624
H  -2.2143  -6.1138  0.1099
H  -0.4198  -4.4968  0.0052
H  -0.4785  -3.2036  -2.1870
H  1.4748  -3.9293  -3.4595
H  3.8545  -3.8624  -3.8428
H  4.6739  -4.3256  -2.3469
H  4.7989  -2.6710  -2.9486
H  4.0055  -2.1730  -0.5473
H  -4.9761  -3.0066  0.8696
Cl  1.7569  0.2504  -2.3551
C  0.4879  1.3645  -2.6729
C  -0.5608  1.4901  -1.7586
C  -1.5376  2.4417  -2.0730
Cl  -2.8455  2.7149  -0.9827
C  -1.4873  3.2145  -3.2327
Cl  -2.7203  4.3741  -3.5668
C  -0.4309  3.0551  -4.1207
Cl  -0.3469  4.0129  -5.5498
C  0.5631  2.1266  -3.8397
Cl  1.8852  1.9335  -4.9298
Te  -0.0719  1.8546  2.5384
C  1.0406  3.4935  1.7751
C  1.8217  4.2368  2.6538
C  2.4648  5.3841  2.2125
C  2.3359  5.7918  0.8911
C  1.5752  5.0385  0.0082
C  0.9308  3.8898  0.4485
C  -1.6318  3.1779  3.1716
C  -2.1111  3.0765  4.4728
C  -3.1871  3.8523  4.8840
C  -3.7891  4.7325  3.9967
C  -3.3030  4.8457  2.7003
C  -2.2290  4.0695  2.2895
H  1.9249  3.9175  3.6841
H  3.0673  5.9600  2.9047
H  2.8312  6.6921  0.5488
H  1.4765  5.3459  -1.0264
H  0.3509  3.3047  -0.2508
H  -1.6496  2.3816  5.1656
H  -3.5601  3.7607  5.8972
H  -4.6355  5.3284  4.3151
H  -3.7699  5.5300  2.0019
H  -1.8543  4.1654  1.2801

=====

(2)
DFT (the ωB97M-V functional and the def2-TZVPD basis) results for C38H23Cl3F5N5O3PdSSe as an isolated structure in a non-equilibrium geometry.

Summary:
HOMO (spin up / spin down) in eV: -7.1516 / -7.1498
Electronic energy in Ha: -6768.773653
Relative energy (zero: lowest compared OMol25 entry of this formula, charge and spin) in kcal/mol: 0.5

CARTESIAN COORDINATES (ANGSTROEM)
Pd  0.8033  -0.1610  -0.1690
O  -3.9388  -5.0726  -1.0514
C  -3.6743  -4.5895  0.0591
O  -4.0310  -4.8755  1.2109
C  -2.6832  -3.3860  -0.0058
C  -2.2778  -2.7461  1.1559
C  -1.3629  -1.7115  1.0730
N  -0.8742  -1.3306  -0.1130
C  -1.2815  -1.9059  -1.2509
C  -2.1904  -2.9487  -1.2255
C  -0.7135  -1.3269  -2.4945
C  -1.3153  -1.5124  -3.7320
C  -0.7679  -0.8942  -4.8431
C  0.3547  -0.0959  -4.6911
C  0.8939  0.0423  -3.4248
N  0.3841  -0.5672  -2.3596
C  -0.8696  -0.9345  2.2388
C  -1.5072  -0.9731  3.4717
C  -1.0116  -0.2008  4.5073
C  0.1028  0.5932  4.2861
C  0.6783  0.5797  3.0286
N  0.2087  -0.1628  2.0320
H  -2.6893  -3.1131  2.0869
H  -2.5327  -3.4713  -2.1092
H  -2.2098  -2.1127  -3.8133
H  -1.2266  -1.0208  -5.8147
H  0.8014  0.4198  -5.5292
H  1.7569  0.6726  -3.2439
H  -2.3850  -1.5875  3.6078
H  -1.4970  -0.2128  5.4740
H  0.5173  1.2171  5.0650
H  1.5445  1.1872  2.8000
F  -5.4108  4.3950  0.6746
C  -4.1850  3.9305  0.4366
C  -3.1008  4.7921  0.4222
F  -3.2872  6.0939  0.6503
C  -1.8359  4.2964  0.1764
F  -0.8199  5.1682  0.1782
C  -1.5905  2.9453  -0.0662
Se  0.2108  2.4271  -0.3974
C  -2.6998  2.1163  -0.0501
F  -2.5678  0.8034  -0.2886
C  -3.9791  2.5865  0.1988
F  -5.0129  1.7436  0.2050
Cl  6.5576  -1.8810  6.0230
C  6.1989  -2.0979  4.3428
C  7.2253  -2.3751  3.4515
C  6.9211  -2.5389  2.1132
C  5.6145  -2.4361  1.6424
C  5.3460  -2.5800  0.1648
C  5.7691  -1.3248  -0.6170
N  4.8076  -0.2584  -0.3873
C  4.8079  0.6763  0.6234
C  3.5630  1.2239  0.6344
N  2.7960  0.6286  -0.3414
C  3.5766  -0.2593  -0.9247
O  6.0375  -3.6979  -0.3644
C  5.1626  -4.6168  -1.0225
C  4.5658  -4.0243  -2.2668
C  3.2845  -3.5827  -2.4170
Cl  2.0060  -3.6042  -1.2695
S  2.9829  -2.9095  -3.9714
C  4.6030  -3.2089  -4.4493
C  5.3189  -3.8019  -3.4618
C  4.6108  -2.1678  2.5664
Cl  2.9517  -2.0407  2.0648
C  4.8888  -1.9952  3.9147
H  8.2414  -2.4626  3.8086
H  7.7102  -2.7724  1.4091
H  4.2724  -2.7022  0.0131
H  5.7842  -1.5603  -1.6811
H  6.7612  -0.9864  -0.3207
H  5.6843  0.8697  1.2167
H  3.1732  2.0199  1.2453
H  3.2882  -0.9175  -1.7305
H  4.3765  -4.9476  -0.3380
H  5.7828  -5.4758  -1.2740
H  4.9330  -2.9478  -5.4414
H  6.3580  -4.0826  -3.5611
H  4.0918  -1.7912  4.6150

=====

(3)
DFT (the ωB97M-V functional and the def2-TZVPD basis) results for C38H24F12N6O2V as an isolated structure in a non-equilibrium geometry.

Summary:
<S²>: 3.785
HOMO (spin up / spin down) in eV: 0.1171 / -1.5603
Spin multiplicity: 4
Electronic energy in Ha: -4084.140830
Relative energy (zero: lowest compared OMol25 entry of this formula, charge and spin) in kcal/mol: 19.1
Net charge: -2

CARTESIAN COORDINATES (ANGSTROEM)
V  -1.3245  -0.0614  -0.1078
C  -4.1052  -2.9376  1.7754
C  -3.3594  -3.7424  2.6497
C  -2.0291  -3.4861  2.8088
C  -1.4261  -2.3864  2.1347
N  -2.1759  -1.6126  1.3066
C  -3.4467  -1.9171  1.1172
N  -0.1419  -2.1514  2.4004
C  0.3938  -0.9709  2.1043
N  -0.2322  0.0659  1.4866
C  0.4411  1.2204  1.7527
N  -0.0684  2.4505  1.7079
C  -1.3942  2.6088  1.6363
C  -1.8991  3.9029  1.9289
C  -3.2452  4.1078  2.0296
C  -4.1134  3.0339  1.8165
C  -3.5556  1.8099  1.5008
N  -2.2588  1.5800  1.4308
C  1.6783  0.8965  2.4136
C  2.7680  1.6409  2.8382
C  3.8036  0.9916  3.4848
C  3.7586  -0.3881  3.7235
C  2.6763  -1.1424  3.3193
C  1.6360  -0.5066  2.6572
H  -5.1568  -3.1242  1.6094
H  -3.8326  -4.5656  3.1763
H  -1.3937  -4.0794  3.4492
H  -3.9669  -1.3118  0.3787
H  -1.1807  4.6925  2.0851
H  -3.6392  5.0882  2.2749
H  -5.1856  3.1568  1.8883
H  -4.1960  0.9538  1.3067
H  2.8074  2.7007  2.6369
H  4.6697  1.5555  3.8058
H  4.5954  -0.8635  4.2260
H  2.6307  -2.2084  3.4865
C  3.2092  -4.6309  0.5971
C  2.5098  -3.4003  0.0999
C  3.0405  -2.1301  0.2761
C  2.3584  -1.0096  -0.1449
C  1.1034  -1.1016  -0.7707
N  0.3814  -0.0005  -1.1601
C  0.9724  1.0860  -1.6798
C  2.3259  1.1194  -2.0959
C  2.9470  2.2847  -2.4721
C  2.2526  3.4862  -2.5009
C  2.9219  4.7878  -2.8369
C  0.8796  3.4398  -2.2864
C  0.2271  2.2710  -1.9419
C  -1.2875  2.1507  -2.0089
O  -1.8858  1.4087  -1.0723
C  -1.6369  1.5360  -3.4216
F  -0.6473  1.6259  -4.3334
F  -1.9575  0.2523  -3.3115
F  -2.6990  2.1152  -4.0355
C  -2.0011  3.5283  -1.9633
F  -1.6197  4.2826  -0.9306
F  -3.3290  3.3840  -1.8459
F  -1.8371  4.3243  -3.0548
C  0.5672  -2.3987  -0.9377
C  1.2702  -3.5120  -0.5188
C  -0.7977  -2.4943  -1.6088
O  -1.6881  -1.5746  -1.2406
C  -0.4901  -2.4437  -3.1449
F  -1.5662  -2.6253  -3.9240
F  0.0793  -1.3005  -3.5240
F  0.3858  -3.4107  -3.5342
C  -1.4942  -3.8688  -1.3698
F  -1.0064  -4.9386  -2.0550
F  -2.7860  -3.8138  -1.7225
F  -1.4806  -4.2487  -0.0888
H  4.2469  -4.4089  0.8338
H  3.1721  -5.4298  -0.1447
H  2.7239  -4.9865  1.5045
H  3.9933  -1.9992  0.7722
H  2.7614  -0.0283  0.0600
H  2.8829  0.1937  -2.1362
H  3.9964  2.2523  -2.7447
H  3.9882  4.6406  -2.9971
H  2.7943  5.5011  -2.0222
H  2.4866  5.2236  -3.7382
H  0.3334  4.3630  -2.4081
H  0.8649  -4.5042  -0.6523

=====

(4)
DFT (the ωB97M-V functional and the def2-TZVPD basis) results for C38H27BrClN5O11PbS3 as an isolated structure.

Summary:
HOMO in eV: -3.3505
Electronic energy in Ha: -6987.538058
Relative energy (zero: lowest compared OMol25 entry of this formula, charge and spin) in kcal/mol: 3.2
Net charge: -2

CARTESIAN COORDINATES (ANGSTROEM)
Pb  -2.0107  -0.7374  2.2300
C  2.7280  3.7377  -2.8762
C  2.0519  3.3597  -1.5906
C  0.6651  3.2354  -1.5276
C  0.0295  2.8427  -0.3577
C  0.7909  2.5766  0.7689
C  2.1697  2.7210  0.7408
C  2.7903  3.1086  -0.4343
S  0.0280  1.9304  2.2269
O  -1.3798  1.7746  1.8913
O  0.4033  2.7815  3.3200
N  0.6380  0.4472  2.2721
C  1.3625  -0.0103  3.2915
C  1.3212  0.4053  4.6478
C  2.0470  -0.2558  5.5882
C  2.8963  -1.3265  5.2382
C  2.9204  -1.7253  3.9454
N  2.1737  -1.0902  2.9989
H  2.4345  3.0688  -3.6863
H  3.8128  3.6940  -2.7794
H  2.4536  4.7536  -3.1717
H  0.0753  3.4137  -2.4196
H  -1.0437  2.7029  -0.3196
H  2.7521  2.5181  1.6325
H  3.8698  3.2057  -0.4649
H  0.6088  1.1621  4.9319
H  1.9153  0.0202  6.6258
H  3.4719  -1.8662  5.9756
H  3.4909  -2.5664  3.5801
Cl  -6.4622  5.1970  0.7388
C  -5.5307  3.7146  0.6737
C  -4.7072  3.4712  -0.4372
C  -3.9749  2.3195  -0.5161
C  -4.0014  1.3285  0.5192
O  -3.3137  0.2653  0.4142
C  -4.8590  1.6114  1.6331
C  -5.0290  0.6720  2.7169
O  -4.4189  -0.3762  2.8926
C  -5.6084  2.7988  1.6847
H  -4.6603  4.2059  -1.2319
H  -3.3439  2.1175  -1.3739
H  -5.8164  0.9419  3.4457
H  -6.2487  2.9812  2.5406
Br  -0.0541  -2.9706  3.7460
C  0.5463  -3.5058  2.0074
C  -0.0625  -4.6061  1.4666
C  0.2228  -5.0520  0.1627
C  1.1150  -4.3683  -0.6020
C  1.7685  -3.2201  -0.0912
C  2.6493  -2.5109  -0.9408
C  3.2841  -1.3838  -0.5167
C  3.0760  -0.9418  0.7989
C  2.2348  -1.6057  1.6465
C  1.5115  -2.7699  1.2390
H  -0.7973  -5.1335  2.0623
H  -0.2889  -5.9229  -0.2280
H  1.3289  -4.6688  -1.6206
H  2.7784  -2.8656  -1.9568
H  3.9241  -0.8220  -1.1849
H  3.5712  -0.0498  1.1615
O  4.2022  1.2100  -5.2755
S  3.1306  1.4127  -6.2311
O  1.8806  1.8618  -5.6368
O  2.6753  -0.5129  -6.6856
C  1.5009  -0.9204  -6.3504
N  0.6441  -1.3042  -7.3331
C  -0.5619  -1.6822  -6.9533
C  -0.9914  -1.6995  -5.6349
C  -0.0416  -1.3184  -4.6926
N  1.1843  -0.9525  -5.0348
C  -0.3492  -1.2710  -3.2376
C  0.3379  -0.3837  -2.4177
C  0.0719  -0.3932  -1.0561
N  -0.8228  -1.1969  -0.4881
C  -1.4984  -2.0236  -1.2803
C  -1.2949  -2.1030  -2.6464
H  -1.2428  -1.9763  -7.7504
H  -2.0032  -1.9669  -5.3678
H  1.0834  0.2753  -2.8440
H  0.6224  0.2506  -0.3809
H  -2.2307  -2.6632  -0.7954
H  -1.8502  -2.8221  -3.2348
O  -1.3830  0.5376  6.6146
S  -1.7755  -0.5268  5.6938
O  -0.8638  -1.6945  5.8390
O  -1.5503  0.0546  4.2651
O  -3.1742  -0.9242  5.7868

=====

(5)
DFT (the ωB97M-V functional and the def2-TZVPD basis) results for a 6-piece molecular cluster, C38H28BClF9O24P overall in a non-equilibrium geometry.

Summary:
SMILES: O=C(Cl)CB(CCC(F)(F)C(F)(F)C(F)(F)C(F)(F)F)P(=O)(O)O.O=C1C=C(O)C(=O)C=C1O.O=C1C=C(O)C(=O)C=C1O.O=C1C=C(O)C(=O)C=C1O.O=C1C=C(O)C(=O)C=C1O.O=C1C=C(O)C(=O)C=C1O
HOMO in eV: -9.5041
Electronic energy in Ha: -4995.891244

CARTESIAN COORDINATES (ANGSTROEM)
O  2.2819  0.7543  -3.9511
C  2.1036  1.6489  -3.1828
Cl  1.0717  3.0524  -3.6049
C  2.7344  1.7316  -1.8083
B  2.0161  0.9110  -0.6832
C  2.5280  0.8863  0.8102
C  4.0004  1.3046  1.0451
C  4.2792  2.7937  1.2166
F  4.6721  3.3296  0.0350
F  5.3632  2.9075  2.0443
C  3.1760  3.6267  1.8932
F  2.1166  3.8080  1.0875
F  2.8021  2.9372  2.9909
C  3.6077  5.0388  2.3992
F  2.4613  5.6605  2.7595
F  4.3603  4.9859  3.4990
C  4.2882  5.9681  1.3476
F  4.0925  7.2337  1.7707
F  5.6086  5.7957  1.3208
F  3.7492  5.8884  0.1379
P  0.4070  -0.1226  -1.0260
O  -0.4910  0.5393  -1.9850
O  0.7469  -1.6047  -1.5591
O  -0.4027  -0.3030  0.3683
H  2.6921  2.7800  -1.4850
H  3.8006  1.5047  -1.8774
H  1.7923  1.4215  1.4158
H  2.4519  -0.1651  1.1175
H  4.3829  0.7583  1.8941
H  4.5846  0.9548  0.1995
H  1.6184  -1.9060  -1.2730
H  -1.0583  0.4043  0.3247
C  -4.1323  -0.8758  2.2580
C  -3.2819  -1.7681  1.7325
C  -3.3209  -3.2186  2.1228
O  -2.5324  -3.9801  1.5914
C  -4.2956  -3.6373  3.1133
C  -5.1431  -2.7461  3.6389
C  -5.1234  -1.3023  3.2337
O  -5.9344  -0.5473  3.7373
O  -6.0559  -3.0786  4.5482
O  -2.3557  -1.4331  0.8377
H  -4.1177  0.1701  1.9846
H  -4.3057  -4.6801  3.3958
H  -6.5353  -2.2546  4.7565
H  -1.8820  -2.2586  0.6229
C  8.1717  5.9706  3.5194
C  8.1199  5.5767  4.7978
C  9.3620  5.2408  5.5713
O  9.2470  4.9070  6.7353
C  10.6435  5.3276  4.8860
C  10.6941  5.7184  3.6065
C  9.4539  6.0797  2.8410
O  9.5725  6.4441  1.6865
O  11.8372  5.8129  2.9329
O  6.9742  5.4584  5.4633
H  7.2853  6.2167  2.9545
H  11.5296  5.0674  5.4473
H  11.5938  6.1164  2.0376
H  7.2172  5.1625  6.3610
C  -7.9228  -2.8974  -2.1044
C  -7.8526  -3.3605  -0.8499
C  -6.5382  -3.6162  -0.1729
O  -6.5444  -4.0187  0.9778
C  -5.3178  -3.3740  -0.9252
C  -5.3839  -2.9138  -2.1815
C  -6.7004  -2.6325  -2.8492
O  -6.6906  -2.1997  -3.9863
O  -4.2997  -2.6789  -2.9102
O  -8.9374  -3.6220  -0.1224
H  -8.8645  -2.7063  -2.6044
H  -4.3764  -3.5795  -0.4349
H  -4.6201  -2.3514  -3.7721
H  -8.6092  -3.9395  0.7397
C  7.0603  -1.6864  -0.1412
C  7.8659  -2.6678  -0.5726
C  7.7037  -4.0864  -0.1024
O  8.4546  -4.9310  -0.5462
C  6.6548  -4.3731  0.8663
C  5.8551  -3.3909  1.2975
C  6.0020  -1.9803  0.8059
O  5.2265  -1.1335  1.2249
O  4.8837  -3.6005  2.1839
O  8.8482  -2.4534  -1.4351
H  7.1668  -0.6634  -0.4741
H  6.5572  -5.3926  1.2113
H  4.4572  -2.7357  2.3263
H  9.2723  -3.3212  -1.5815
C  -11.5743  -3.6751  -7.1553
C  -10.9316  -3.7093  -5.9816
C  -11.0342  -2.5843  -4.9928
O  -10.4391  -2.6875  -3.9353
C  -11.8351  -1.4252  -5.3482
C  -12.4754  -1.3888  -6.5238
C  -12.3954  -2.5251  -7.5026
O  -13.0162  -2.4354  -8.5442
O  -13.2190  -0.3537  -6.8994
O  -10.1670  -4.7347  -5.6166
H  -11.5099  -4.4795  -7.8740
H  -11.8870  -0.6147  -4.6352
H  -13.5675  -0.5821  -7.7823
H  -9.8226  -4.5107  -4.7318